[1]
{
  "formula": "C8H13NOS",
  "method": "ωB97M-V/def2-TZVPD",
  "elements": ["S", "O", "N", "C", "C", "C", "C", "C", "C", "C", "C", "H", "H", "H", "H", "H", "H", "H", "H", "H", "H", "H", "H", "H"],
  "coordinates": [[2.1704, 1.7906, 0.5834], [-0.6768, 0.4529, 3.2514], [1.4529, 0.2854, 0.4180], [-0.7225, -1.1421, 0.9047], [-0.3641, 0.3199, 0.8916], [-1.0020, 1.1310, -0.2072], [-0.8604, 0.4005, -1.5534], [-0.3382, 0.9694, 2.2186], [0.1302, -0.7577, -1.4216], [-0.4181, -1.8012, -0.4488], [1.4853, -0.2437, -0.9337], [-0.5129, 1.0928, -2.3213], [-0.1767, -1.6293, 1.7128], [-2.0565, 1.2863, 0.0379], [-1.7872, -1.2188, 1.1410], [-1.8253, 0.0066, -1.8755], [-1.3193, -2.2510, -0.8685], [0.2821, -1.2173, -2.4035], [2.2019, -1.0759, -0.9130], [2.6671, 1.5602, 1.8072], [0.0185, 2.0189, 2.1945], [0.3214, -2.5930, -0.3239], [-0.5304, 2.1164, -0.2427], [1.8607, 0.4990, -1.6480]],
  "nbo_charge": [0.18, -0.50, -0.61, -0.46, 0.12, -0.46, -0.40, 0.40, -0.22, -0.40, -0.24, 0.21, 0.24, 0.22, 0.22, 0.21, 0.21, 0.22, 0.20, 0.11, 0.12, 0.21, 0.23, 0.19],
  "total_energy_ev": -22878.026,
  "homo_ha": -0.30371,
  "mol_weight_g_mol": 171.265,
  "de_lowest_ev": 1.108,
  "e_lumo_ev": 0.58,
  "fmax_ev_per_a": 3.93
}

[2]
{
  "formula": "C8H13O3",
  "method": "ωB97M-V/def2-TZVPD",
  "elements": ["O", "O", "O", "C", "C", "C", "C", "C", "C", "C", "C", "H", "H", "H", "H", "H", "H", "H", "H", "H", "H", "H", "H", "H"],
  "coordinates": [[2.7769, -2.1529, 0.3067], [0.7700, -2.7063, -1.4153], [3.2015, -0.0793, -0.6238], [1.0821, -1.2943, -1.1836], [-0.3855, -0.7931, 0.7880], [0.3478, 1.1072, -0.5787], [-1.4392, 1.6261, 1.1573], [2.4482, -1.1616, -0.4353], [-0.0399, -0.4309, -0.5784], [-1.6072, 0.0846, 1.3963], [-0.9041, 1.9797, -0.2669], [-0.6178, 3.0177, -0.2900], [-0.7849, -1.8575, 0.7468], [1.5080, -3.2670, -1.0240], [0.5235, -0.8436, 1.4118], [0.7909, 1.4089, -1.5334], [-0.9191, -0.7503, -1.1809], [1.1977, -0.9883, -2.2771], [-1.6571, 1.8061, -1.0245], [-2.3746, 2.1799, 1.2628], [-1.7037, -0.0575, 2.4602], [-0.8215, 2.0154, 1.9064], [1.1905, 1.2652, 0.0425], [-2.5825, -0.1081, 0.9330]],
  "nbo_charge": [-0.78, -0.78, -0.80, 0.01, -0.41, -0.41, -0.39, 0.72, -0.25, -0.39, -0.39, 0.19, 0.21, 0.50, 0.23, 0.21, 0.19, 0.17, 0.18, 0.18, 0.20, 0.19, 0.24, 0.18],
  "total_energy_ev": -14650.447,
  "homo_ha": -0.15856,
  "total_charge": -1,
  "mol_weight_g_mol": 157.189,
  "de_lowest_ev": 0.000,
  "smiles": "O=C([O-])[C@@H](O)C1CCCCC1",
  "e_lumo_ev": 3.55,
  "fmax_ev_per_a": 4.40
}

[3]
{
  "formula": "C8H13P",
  "method": "ωB97M-V/def2-TZVPD",
  "elements": ["P", "C", "C", "C", "C", "C", "C", "C", "C", "H", "H", "H", "H", "H", "H", "H", "H", "H", "H", "H", "H", "H"],
  "coordinates": [[1.8000, -1.2645, 0.7631], [2.0012, 1.3251, -0.7303], [0.5815, -0.1817, -0.1156], [-1.5083, -0.4751, 1.0439], [-1.2855, -1.3028, -1.2142], [-0.7620, 1.8153, 0.5044], [-0.3135, 0.3983, 0.8821], [-1.9115, -1.2959, 0.0521], [-0.0706, -0.7140, -1.2968], [2.0055, 1.8434, 0.1454], [-1.9492, -0.5513, 2.0743], [0.5564, -0.8216, -2.2495], [-1.7939, -1.6336, -2.0184], [2.7513, 0.4544, -0.8256], [-2.7481, -1.9360, 0.4082], [0.0291, 2.5676, 0.4562], [2.4136, -2.0298, -0.1970], [1.8529, 1.9550, -1.5552], [1.0120, -2.4273, 1.3076], [-1.5593, 2.1623, 1.1158], [-1.2270, 1.7721, -0.4697], [0.1256, 0.3399, 1.9190]],
  "nbo_charge": [0.30, -0.55, -0.24, -0.10, -0.23, -0.58, -0.38, -0.27, -0.19, 0.18, 0.20, 0.21, 0.21, 0.20, 0.22, 0.21, -0.03, 0.19, 0.00, 0.21, 0.21, 0.23],
  "spin_multiplicity": 3,
  "s_squared": 2.03,
  "total_energy_ev": -17788.396,
  "homo_ha": [-0.19544, -0.32303],
  "mol_weight_g_mol": 140.166,
  "de_lowest_ev": 1.235,
  "e_lumo_ev": [0.96, -1.95],
  "fmax_ev_per_a": 6.19
}

[4]
{
  "formula": "C8H14",
  "method": "ωB97M-V/def2-TZVPD",
  "elements": ["C", "C", "C", "C", "C", "C", "C", "C", "H", "H", "H", "H", "H", "H", "H", "H", "H", "H", "H", "H", "H", "H"],
  "coordinates": [[1.5705, 1.3185, -0.0044], [-2.3737, -1.5393, -0.0178], [-0.2619, -1.7269, 1.4171], [2.4104, 0.8725, -2.2745], [1.3925, 2.1819, 1.0367], [-0.9112, -1.0263, 0.2342], [-3.4793, -0.7427, -0.0571], [2.1843, 1.7193, -1.2370], [1.9107, 3.1459, 1.1132], [-3.3858, 0.3264, 0.2140], [0.8609, 1.8223, 1.9136], [2.1546, -0.1884, -2.2331], [1.3426, 0.2298, 0.1253], [-2.4939, -2.5555, -0.3950], [2.2802, 2.7961, -1.3736], [0.6771, -1.2555, 1.7520], [-0.9233, 0.0707, 0.4229], [-0.3562, -1.1797, -0.6965], [2.9645, 1.2121, -3.1620], [-4.4833, -1.0856, -0.3071], [-0.1211, -2.7977, 1.2784], [-0.9587, -1.5978, 2.2506]],
  "nbo_charge": [-0.22, -0.17, -0.61, -0.37, -0.38, -0.44, -0.40, -0.23, 0.20, 0.19, 0.20, 0.19, 0.21, 0.19, 0.20, 0.21, 0.21, 0.21, 0.20, 0.20, 0.21, 0.21],
  "total_energy_ev": -8520.524,
  "homo_ha": -0.32130,
  "mol_weight_g_mol": 110.200,
  "de_lowest_ev": 2.555,
  "smiles": "C=CC=C.C=CCC",
  "e_lumo_ev": 0.78,
  "fmax_ev_per_a": 2.00
}

[5]
{
  "formula": "C8H14",
  "method": "ωB97M-V/def2-TZVPD",
  "elements": ["C", "C", "C", "C", "C", "C", "C", "C", "H", "H", "H", "H", "H", "H", "H", "H", "H", "H", "H", "H", "H", "H"],
  "coordinates": [[-1.2831, 2.2015, 0.2906], [-2.4112, -1.0678, 0.8617], [2.8329, -1.2542, -1.5680], [1.1859, -0.4791, 0.1869], [0.4579, 0.5878, 0.9528], [1.9985, -0.2362, -0.8311], [-0.8965, 0.9337, 0.3465], [-1.7593, -0.1761, -0.1776], [-0.6763, 2.9762, 0.7504], [-3.1881, -0.5308, 1.4122], [2.1667, -2.0899, -1.8109], [-1.6860, -1.4191, 1.5968], [-2.9381, -1.8983, 0.3860], [-1.1232, -0.8074, -0.8233], [3.5706, -1.7134, -0.9117], [1.1512, -1.5018, 0.5627], [1.0724, 1.4852, 0.8698], [0.3123, 0.2987, 1.9969], [-2.1332, 2.5584, -0.2748], [-2.4108, 0.1882, -0.9799], [3.2554, -0.8406, -2.4720], [2.3513, 0.7865, -0.9510]],
  "nbo_charge": [-0.41, -0.60, -0.65, -0.18, -0.48, -0.18, 0.05, -0.45, 0.19, 0.21, 0.21, 0.20, 0.21, 0.21, 0.22, 0.19, 0.22, 0.22, 0.20, 0.21, 0.22, 0.19],
  "total_energy_ev": -8521.548,
  "homo_ha": -0.33728,
  "mol_weight_g_mol": 110.200,
  "de_lowest_ev": 1.532,
  "smiles": "C=C(CC)C/C=C/C",
  "e_lumo_ev": 1.13,
  "fmax_ev_per_a": 1.94
}

[6]
{
  "formula": "C8H14AsF6NO6PReS8",
  "method": "ωB97M-V/def2-TZVPD",
  "elements": ["Re", "As", "S", "S", "S", "S", "S", "S", "S", "S", "P", "F", "F", "F", "F", "F", "F", "O", "O", "O", "O", "O", "O", "N", "C", "C", "C", "C", "C", "C", "C", "C", "H", "H", "H", "H", "H", "H", "H", "H", "H", "H", "H", "H", "H", "H"],
  "coordinates": [[-1.5535, -0.6414, -0.4167], [-2.6600, 2.8112, -1.4938], [-0.3339, 2.4735, 1.1796], [-1.4966, -0.3798, -2.4272], [-3.9806, 4.1596, -0.4266], [-4.5334, -2.1129, 0.2133], [0.7105, -0.5440, 0.1110], [-2.1977, -2.6625, 1.3259], [-4.7789, 2.3515, -1.2002], [-2.0371, 1.4995, 0.4335], [1.0849, 1.4754, 0.0404], [-3.5987, -3.0770, -2.0250], [-1.6630, -5.0930, 2.0638], [-2.0585, -3.7077, 3.6860], [-5.7438, -2.7768, -1.9867], [-4.8653, -4.4472, -0.9248], [-0.1827, -3.6024, 2.6037], [2.4757, 1.8257, 0.5826], [0.9194, 2.0627, -1.3771], [-3.6976, -0.9672, -0.2389], [-1.4453, -2.7568, 0.0300], [-5.8121, -1.7857, 0.6996], [-1.9035, -1.2802, 1.7542], [-3.6857, -3.0259, 1.2340], [4.0576, 0.1175, 1.3368], [3.3126, 1.3575, 1.7571], [-1.4637, -3.8915, 2.5371], [2.8438, 3.1831, -2.3996], [2.4542, 1.2041, 2.9853], [2.5282, 0.6758, -2.6708], [1.8824, 2.0331, -2.5504], [-4.7100, -3.2032, -1.3033], [3.4278, 3.2666, -3.3170], [1.7281, 0.3960, 2.8774], [4.7806, -0.1283, 2.1153], [3.5331, 3.0199, -1.5723], [1.9446, 2.1320, 3.2435], [3.1074, 0.9501, 3.8208], [3.9879, 2.2034, 1.8566], [4.6094, 0.2815, 0.4124], [1.7879, -0.1220, -2.7370], [3.1191, 0.6575, -3.5870], [1.1955, 2.2074, -3.3759], [3.2082, 0.4766, -1.8402], [3.3900, -0.7378, 1.2233], [2.3129, 4.1223, -2.2528]],
  "nbo_charge": [0.63, 0.79, -0.06, 0.36, -0.09, 2.21, -0.25, 2.13, -0.12, 0.00, 1.87, -0.31, -0.26, -0.26, -0.27, -0.27, -0.27, -0.87, -0.88, -0.96, -0.88, -0.80, -0.90, -1.11, -0.65, 0.14, 0.84, -0.65, -0.66, -0.66, 0.14, 0.78, 0.25, 0.22, 0.26, 0.23, 0.23, 0.26, 0.23, 0.23, 0.22, 0.26, 0.21, 0.22, 0.22, 0.24],
  "total_energy_ev": -197528.921,
  "homo_ha": -0.54569,
  "total_charge": 2,
  "mol_weight_g_mol": 882.828,
  "e_lumo_ev": -8.50,
  "fmax_ev_per_a": 0.52
}